1.
This record from OMol25 describes a gas-phase ion, C6H9N2O (charge +1) at a distorted geometry. The level of theory is ωB97M-V with the def2-TZVPD basis set.

Geometry as XYZ:
```
18
Properties=species:S:1:pos:R:3:forces:R:3:lowdin_charge:R:1
C -1.421919 0.075638 1.847706 -0.36 -3.20 2.97 0.021
N -0.509420 -0.565626 0.939954 0.86 1.68 -2.38 -0.083
C -0.261552 -1.853154 0.690268 -0.05 -0.77 0.16 -0.002
C 0.474792 -2.038500 -0.484580 -0.07 0.55 -0.58 0.094
C 0.613757 -0.714716 -0.976641 1.09 -1.18 1.05 -0.266
N 0.086947 0.126822 -0.095551 -0.32 0.13 -0.96 0.001
C 0.218543 1.556288 -0.557865 -2.11 -1.23 1.35 0.022
C 1.273537 1.283435 -1.697024 -1.61 0.03 -0.98 -0.052
O 1.332929 -0.138364 -1.940233 -1.42 -1.36 0.98 0.058
H -1.874069 0.967907 1.581129 -1.38 1.18 -1.92 0.067
H -2.169331 -0.781136 2.197135 1.43 2.29 -0.65 0.163
H -0.875712 0.483335 2.697351 0.29 -0.75 0.51 0.101
H -0.656639 -2.496928 1.464977 0.22 -0.56 -0.45 0.148
H 0.901267 -2.911108 -1.007998 -0.59 0.46 0.85 0.141
H 0.567682 2.008686 0.386946 0.01 0.89 -1.06 0.134
H -0.911977 1.868986 -0.842353 3.04 -0.14 0.25 0.184
H 0.910597 1.644835 -2.654381 0.19 0.73 0.16 0.138
H 2.300570 1.483600 -1.548839 0.78 1.22 0.71 0.129
```
Positions in Å, forces in eV/Å.

calculated total energy = -11386.7482 eV
energy above the lowest of the compared OMol25 structures with the same formula, charge and spin = 36.5 kcal per mole
HOMO energy = -13.769 eV
Kohn-Sham gap = 10.7 eV
total charge = +1


2.
This record from OMol25 describes a single C8H8ClFN2O3 molecule at a distorted geometry. The level of theory is ωB97M-V with the def2-TZVPD basis set.

Geometry as XYZ:
```
23
Properties=species:S:1:pos:R:3:forces:R:3:lowdin_charge:R:1
C -2.889802 0.344822 0.849671 -1.82 -3.12 -0.40 0.005
C -1.739227 -0.009584 -0.044574 -0.03 -0.35 0.57 -0.507
O -1.715691 -0.956458 -0.796765 0.04 0.54 -0.12 0.086
N -0.670673 0.825855 0.187192 2.99 0.57 -0.68 0.173
C 0.628350 0.798831 -0.334771 2.40 -1.25 -2.37 -0.156
N 1.517058 1.588369 0.204320 0.21 -1.05 -1.02 -0.200
O 1.351346 2.364678 1.093825 -0.73 1.88 2.67 0.042
O 2.825653 1.805314 -0.491826 0.89 -0.05 -0.73 0.069
C 4.055805 1.235199 -0.163361 -2.07 -1.85 -0.01 -0.322
F 5.028962 2.090950 -0.159331 0.18 1.20 0.00 0.164
C 4.301796 -0.068423 -0.023208 -1.32 0.50 -0.01 -0.058
C 3.319549 -1.140119 -0.069096 -0.22 1.47 -1.00 -0.675
Cl 4.018881 -2.563545 0.637786 -0.27 -0.51 0.17 0.699
C 2.120488 -1.192767 -0.651512 -1.19 -2.76 0.92 -0.102
C 1.208518 -0.180592 -1.361980 1.55 0.63 -0.88 -0.063
H -3.241893 -0.702700 1.305332 0.21 2.41 -1.27 0.147
H -2.611964 0.912506 1.665029 0.89 1.28 1.72 0.036
H -3.681188 0.936163 0.346516 0.27 -0.87 0.02 0.100
H -0.504385 1.424348 0.969079 -1.55 0.57 1.06 0.128
H 5.241460 -0.487427 0.170056 1.57 0.47 0.26 0.074
H 1.797254 -2.238861 -0.437985 -0.81 0.92 -0.74 0.099
H 1.961708 0.225275 -2.149629 -1.64 0.41 1.42 0.156
H 0.350651 -0.498731 -1.959267 0.44 -1.04 0.42 0.105
```
Positions in Å, forces in eV/Å.

calculated total energy = -32782.4876 eV
energy above the lowest of the compared OMol25 structures with the same formula, charge and spin = 15.9 kcal per mole
HOMO energy = -8.642 eV
Kohn-Sham gap = 8.7 eV


3.
This record from OMol25 describes a single C21H31N3O3S molecule at a distorted geometry. The level of theory is ωB97M-V with the def2-TZVPD basis set.

Geometry as XYZ:
```
59
Properties=species:S:1:pos:R:3:forces:R:3:lowdin_charge:R:1
C 4.115401 3.841851 -0.584072 0.05 -0.08 -0.04 -0.024
C 2.890207 3.008638 -0.644490 -0.49 -0.36 -0.06 -0.344
C 1.595496 3.326693 -0.167941 -0.42 -0.74 -0.19 0.052
C 0.845730 2.212682 -0.458159 0.81 0.93 0.22 -0.215
C -0.549743 1.893886 -0.231724 -0.47 -0.29 -0.03 -0.133
C -1.445378 2.887731 0.164006 0.21 -0.20 -0.10 0.005
C -2.777148 2.589960 0.360310 -0.03 -0.21 -0.02 -0.005
C -3.268925 1.299694 0.168433 -0.08 -0.02 0.09 -0.175
C -4.731731 0.986420 0.331858 -0.30 0.20 -0.05 -0.384
C -5.349848 1.683879 1.544990 0.15 -0.23 -0.11 -0.060
C -5.468723 1.376080 -0.954456 0.07 -0.19 0.08 -0.046
C -2.361549 0.321351 -0.227432 -0.03 -0.49 -0.10 -0.180
S -2.953889 -1.346951 -0.542654 0.42 -0.32 -0.41 0.673
O -3.841259 -1.293000 -1.672898 0.23 0.10 -0.06 -0.280
O -3.438634 -1.917011 0.683993 0.31 0.06 0.06 -0.280
N -1.581175 -2.171547 -1.010676 -0.87 0.60 0.13 -0.133
C -1.149708 -3.287784 -0.199382 0.25 -0.40 0.46 -0.226
C 0.303999 -3.660848 -0.488496 -0.22 0.16 0.05 -0.196
N 1.250202 -2.588119 -0.248541 -0.04 -0.11 -0.06 -0.167
C 1.430963 -2.323025 1.168844 -0.08 0.26 0.12 -0.188
C 2.373675 -1.144369 1.387399 0.10 -0.38 0.09 -0.146
C 3.737699 -1.424656 0.760840 -0.06 0.35 -0.11 -0.384
C 4.692687 -0.249034 0.934281 -0.11 -0.24 0.05 -0.066
C 3.506101 -1.732799 -0.715894 0.00 -0.36 0.19 -0.151
C 2.529588 -2.891733 -0.871142 0.15 0.18 -0.23 -0.197
C -1.024721 0.595065 -0.422586 0.35 0.30 0.02 0.018
O 1.639241 1.309723 -1.062846 -0.99 -0.04 0.18 -0.006
N 2.891157 1.810794 -1.171424 1.21 0.36 -0.26 0.098
H 3.950185 4.789463 -1.093661 0.05 0.05 -0.02 0.083
H 4.938345 3.314977 -1.057597 0.10 0.02 -0.02 0.081
H 4.371746 4.053203 0.452966 0.06 0.03 0.03 0.084
H 1.290219 4.228940 0.317484 -0.14 0.18 0.13 0.112
H -1.095756 3.898638 0.305620 0.03 0.12 0.01 0.115
H -3.451071 3.376704 0.659849 -0.10 0.07 0.04 0.115
H -4.832109 -0.092068 0.467471 -0.13 0.20 0.08 0.104
H -4.747659 1.510611 2.433571 0.01 0.03 0.15 0.086
H -6.345587 1.286001 1.723041 -0.11 0.00 0.02 0.081
H -5.441706 2.755593 1.384839 -0.02 0.13 0.02 0.072
H -6.534496 1.196938 -0.837944 -0.15 0.00 -0.02 0.083
H -5.312885 2.428801 -1.183175 -0.02 0.13 -0.01 0.084
H -5.104666 0.772506 -1.781477 -0.03 0.05 -0.12 0.067
H -1.592455 -2.358667 -2.000787 -0.13 0.14 -0.22 0.118
H -1.774329 -4.175860 -0.369883 0.09 0.11 0.10 0.126
H -1.292709 -2.981669 0.836245 0.08 -0.23 0.01 0.101
H 0.547374 -4.560973 0.108249 -0.03 0.04 -0.11 0.129
H 0.376226 -3.933066 -1.545681 0.05 -0.09 0.03 0.118
H 0.458158 -2.089992 1.606295 0.02 -0.07 0.06 0.114
H 1.834660 -3.215111 1.686962 -0.07 0.01 -0.01 0.129
H 1.942548 -0.258051 0.923155 -0.04 0.13 0.00 0.104
H 2.473544 -0.958794 2.459050 -0.01 0.04 0.03 0.119
H 4.170895 -2.308091 1.246856 -0.04 -0.03 -0.01 0.139
H 4.317700 0.618640 0.397560 -0.01 0.09 -0.02 0.050
H 4.801826 0.006255 1.986419 0.06 0.06 0.13 0.076
H 5.674297 -0.496171 0.536339 0.16 0.02 -0.04 0.077
H 4.447784 -1.990064 -1.204293 0.05 0.02 -0.05 0.119
H 3.095753 -0.849164 -1.203546 0.03 0.06 -0.07 0.101
H 2.354369 -3.078946 -1.934115 0.00 -0.08 0.05 0.119
H 2.973989 -3.806749 -0.433479 -0.03 0.00 -0.04 0.127
H -0.353893 -0.197387 -0.716455 0.13 -0.06 -0.04 0.106
```
Positions in Å, forces in eV/Å.

calculated total energy = -43727.3313 eV
energy above the lowest of the compared OMol25 structures with the same formula, charge and spin = 85.6 kcal per mole
HOMO energy = -8.729 eV
Kohn-Sham gap = 9.0 eV


4.
This record from OMol25 describes 9 unconnected molecules or ions with the total composition C5H28NO8 at a distorted geometry. The level of theory is ωB97M-V with the def2-TZVPD basis set.

Geometry as XYZ:
```
42
Properties=species:S:1:pos:R:3:forces:R:3:lowdin_charge:R:1
C -0.112061 -2.491237 -1.478715 2.15 1.75 0.54 -0.023
C -0.911986 -1.136325 -1.702646 2.44 -2.75 1.11 -0.287
C -0.129279 0.137619 -1.497542 0.87 1.30 0.75 -0.176
C -0.863204 1.273934 -2.149327 -0.20 1.25 -0.32 -0.153
C -1.699276 2.079918 -1.490870 1.26 -0.75 0.67 0.019
N -2.007871 -1.176453 -0.637401 -0.98 3.69 -2.13 0.203
H 0.388477 -2.906627 -2.389758 -1.29 -0.03 0.69 0.098
H 0.806175 -2.310589 -0.849638 -0.72 0.42 -0.52 0.074
H -0.649289 -3.117933 -0.787245 -0.52 -1.02 -0.68 0.062
H -1.208805 -1.111616 -2.750905 -1.22 -0.16 0.41 0.152
H 0.933502 0.111751 -1.792754 -0.54 -0.59 -0.79 0.129
H 0.071506 0.446920 -0.450961 -0.83 -0.67 0.00 0.101
H -0.652892 1.483935 -3.195515 -0.04 -0.21 -0.02 0.113
H -2.157914 2.980424 -1.853192 -0.21 0.01 -0.47 0.074
H -1.837920 1.858356 -0.434379 0.20 0.46 -0.28 0.037
H -2.595100 -0.299305 -0.938762 0.01 -1.79 0.99 0.157
H -1.671659 -0.870730 0.281197 0.64 -0.34 0.25 0.103
H -2.550059 -2.019074 -0.518297 -0.28 -0.23 -0.48 0.159
H -1.220425 -1.173092 2.788545 0.19 1.00 -0.59 0.113
H -1.183725 0.341972 2.273038 -0.11 0.09 0.57 0.012
O -0.858610 -0.553917 2.111663 -0.69 -1.26 0.02 -0.074
H 1.530772 -0.937212 2.746323 0.67 -0.24 -0.09 0.073
H 0.738086 -1.310435 1.599513 1.05 -0.39 0.06 0.026
O 1.650300 -1.487746 1.951182 -1.65 0.66 0.09 -0.068
H 4.534921 -1.358904 1.079026 -0.39 -0.08 0.34 0.070
H 2.950836 -1.037517 0.945522 0.54 -0.70 0.61 -0.002
O 3.848548 -0.916095 0.575502 0.08 0.42 -0.98 -0.067
H 4.016639 2.011705 1.015457 -0.08 0.53 -0.02 0.054
H 3.388685 0.820324 0.458020 0.04 0.04 -0.36 -0.006
O 3.229482 1.783308 0.507461 0.08 -0.41 0.32 -0.065
H 1.205640 2.517348 1.954441 -0.27 0.32 0.43 0.060
H 1.088286 1.442295 1.035609 -0.32 -0.16 0.08 0.013
O 0.546484 1.844284 1.738288 0.55 0.09 -0.43 -0.062
H 3.589139 -1.883612 -1.521040 0.06 0.05 0.08 0.020
H 2.863552 -2.234129 -2.851596 0.25 -0.14 0.00 0.036
O 3.031292 -1.529867 -2.221536 -0.37 0.21 -0.06 -0.058
H -4.188462 1.857215 -0.384615 -0.01 0.11 0.17 0.070
H -3.395177 1.204884 0.799605 -0.35 0.46 0.20 0.017
O -3.789598 1.043352 -0.068028 -0.35 -0.91 0.13 -0.075
H -2.706250 2.378095 3.332817 0.04 0.07 0.04 0.076
H -1.611675 2.341437 2.220453 0.02 0.22 0.21 0.038
O -2.411081 1.903342 2.551059 0.23 -0.32 -0.55 -0.042
```
Positions in Å, forces in eV/Å.

calculated total energy = -23503.0657 eV
energy above the lowest of the compared OMol25 structures with the same formula, charge and spin = 27.8 kcal per mole
HOMO energy = -13.035 eV
Kohn-Sham gap = 10.3 eV
total charge = +1


Which formula does entry 1 have?
C6H9N2O